Density functional theory data (the ωB97M-V functional and the def2-TZVPD basis) for 2 unconnected molecules or ions with the total composition C3H2O4.

Structure (XYZ):
```
9
Properties=species:S:1:pos:R:3
O -2.243 -2.119 0.509
C -1.224 -1.380 0.431
O -0.127 -1.807 -0.007
O -1.375 -0.121 0.632
O 0.684 0.678 -2.158
C 1.058 0.923 -1.080
C 0.988 1.190 0.233
H 0.931 2.238 0.528
H 1.308 0.399 0.911
```

The net charge is -1. Its expectation value of S² is 0.760. The HOMO energy (alpha / beta) is -4.913 / -4.504 eV. The multiplicity is 2.

Results of the Löwdin charge analysis, in e, for atoms 1 through 8: atom 1 (O): 0.02, atom 2 (C): -0.98, atom 3 (O): 0.00, atom 4 (O): 0.03, atom 5 (O): 0.13, atom 6 (C): -0.29, atom 7 (C): -0.01, atom 8 (H): 0.05



Density functional theory data (the ωB97M-V functional and the def2-TZVPD basis) for a molecular structure, C21H47BiOP3Se.

Structure (XYZ):
```
74
Properties=species:S:1:pos:R:3
Bi -0.069 -0.641 0.038
P -1.784 -1.060 2.234
P 1.159 -3.009 -0.119
P -2.351 -1.213 -1.387
H -0.227 3.446 -0.159
C -1.281 3.530 -0.475
C -2.223 3.834 0.430
H -1.927 4.197 1.415
C -0.905 -0.453 3.715
C -2.055 -2.819 2.654
C -3.384 -0.168 2.247
C 2.356 -3.343 -1.431
C 2.155 -3.220 1.394
C 0.052 -4.445 -0.139
C -3.470 0.243 -1.416
C -3.367 -2.589 -0.737
C -2.105 -1.660 -3.138
H -1.532 3.301 -1.518
H -3.290 3.680 0.249
H -0.820 0.638 3.672
H 0.101 -0.896 3.725
H -1.435 -0.742 4.634
H -1.077 -3.312 2.765
H -2.622 -3.330 1.868
H -2.600 -2.890 3.606
H -3.178 0.914 2.227
H -3.950 -0.416 3.160
H -3.990 -0.428 1.367
H 2.766 -4.343 -1.229
H 3.163 -2.601 -1.428
H 1.869 -3.327 -2.411
H 2.922 -3.979 1.180
H 1.516 -3.550 2.223
H 2.651 -2.279 1.687
H 0.698 -5.330 -0.235
H -0.632 -4.411 -0.998
H -0.535 -4.508 0.787
H -4.145 0.193 -2.287
H -2.877 1.169 -1.482
H -4.076 0.298 -0.502
H -4.131 -2.866 -1.481
H -3.877 -2.311 0.197
H -2.742 -3.474 -0.541
H -3.090 -1.728 -3.627
H -1.601 -2.635 -3.222
H -1.486 -0.906 -3.644
C 1.234 2.096 -3.595
C 0.820 3.384 -3.277
C 1.094 4.440 -4.165
C 1.760 4.184 -5.374
C 2.113 2.863 -5.708
C 1.824 1.812 -4.829
Se 1.062 0.580 -2.227
H -0.044 1.311 -1.383
H 0.290 3.577 -2.342
H 0.800 5.461 -3.907
H 1.994 5.011 -6.057
H 2.620 2.654 -6.650
H 2.059 0.773 -5.090
C 1.785 1.648 4.305
C 1.435 2.063 2.891
O 1.755 1.064 1.902
C 3.064 1.198 1.293
C 4.177 0.733 2.204
H 1.188 0.797 4.641
H 1.572 2.485 4.977
H 2.845 1.395 4.419
H 0.352 2.223 2.794
H 1.961 2.998 2.648
H 3.026 0.593 0.374
H 3.216 2.253 1.010
H 3.920 -0.195 2.718
H 5.076 0.549 1.614
H 4.431 1.491 2.949
```

The net charge is +3. The HOMO energy is -16.201 eV. The multiplicity is 1.

Results of the Löwdin charge analysis, in e, for atoms 1 through 8: atom 1 (Bi): 1.12, atom 2 (P): 0.71, atom 3 (P): 0.65, atom 4 (P): 0.69, atom 5 (H): 0.06, atom 6 (C): -0.12, atom 7 (C): -0.04, atom 8 (H): 0.06



Density functional theory data (the ωB97M-V functional and the def2-TZVPD basis) for 2 unconnected molecules or ions with the total composition C5H11NO.

Structure (XYZ):
```
18
Properties=species:S:1:pos:R:3
C 3.085 0.489 -0.234
N 0.943 0.186 -0.978
C 0.361 -0.017 0.174
O 0.645 -0.168 1.349
C -1.125 -0.064 -0.318
C -1.609 -1.490 -0.065
C -1.890 0.977 0.494
H 3.273 1.384 -0.820
H 3.922 -0.216 -0.249
H 2.756 0.701 0.782
H 2.291 -0.122 -0.825
H -1.169 0.171 -1.384
H -1.530 -1.739 0.999
H -1.024 -2.216 -0.638
H -2.656 -1.571 -0.370
H -2.949 0.932 0.221
H -1.793 0.771 1.565
H -1.530 1.991 0.297
```

The HOMO energy is -9.727 eV. The multiplicity is 1.

Results of the Löwdin charge analysis, in e, for atoms 1 through 8: atom 1 (C): 0.03, atom 2 (N): 0.23, atom 3 (C): -0.65, atom 4 (O): 0.05, atom 5 (C): -0.36, atom 6 (C): -0.06, atom 7 (C): -0.06, atom 8 (H): 0.05



Density functional theory data (the ωB97M-V functional and the def2-TZVPD basis) for 8 unconnected molecules or ions with the total composition C29H58Cl2O17.

Structure (XYZ):
```
106
Properties=species:S:1:pos:R:3
C -1.037 -0.146 -0.173
Cl -1.685 -0.434 1.461
Cl -2.194 0.748 -1.215
H -0.027 0.255 -0.254
H -0.903 -1.128 -0.627
C -2.188 -1.997 4.634
C -3.445 -2.201 3.766
O -4.341 -3.089 4.427
C -5.544 -2.743 4.859
O -6.018 -1.592 4.781
O -6.034 -3.793 5.574
C -7.231 -3.663 6.292
H -1.685 -2.934 4.874
H -2.392 -1.612 5.633
H -1.432 -1.383 4.146
H -3.224 -2.606 2.779
H -3.969 -1.256 3.625
H -7.030 -3.998 7.309
H -8.008 -4.307 5.881
H -7.661 -2.663 6.354
C 5.637 1.999 -4.152
C 5.161 0.516 -4.156
O 3.958 0.207 -3.569
C 3.128 -0.734 -3.960
O 3.215 -1.487 -4.976
O 2.063 -0.733 -3.077
C 0.932 -1.481 -3.231
H 6.113 2.190 -3.190
H 4.772 2.660 -4.212
H 6.291 2.147 -5.012
H 5.975 -0.073 -3.733
H 5.274 0.309 -5.221
H 0.108 -0.817 -3.491
H 0.743 -2.019 -2.301
H 1.075 -2.295 -3.942
C 6.806 -2.294 1.074
C 6.752 -0.777 1.347
O 5.415 -0.506 1.068
C 5.039 0.708 1.038
O 5.656 1.714 1.311
O 3.789 0.745 0.518
C 3.306 1.949 -0.046
H 6.452 -2.511 0.067
H 6.178 -2.908 1.720
H 7.744 -2.750 1.392
H 7.341 -0.178 0.652
H 7.003 -0.511 2.374
H 2.230 1.902 -0.219
H 3.845 2.206 -0.957
H 3.408 2.794 0.635
O 4.356 -1.180 5.091
C 4.239 -0.052 4.627
O 3.235 0.495 3.976
C 2.230 -0.288 3.419
C 1.123 0.573 3.167
C 5.366 0.950 4.932
H 2.003 -0.895 4.296
H 2.557 -0.732 2.478
H 0.201 0.098 3.504
H 1.040 1.065 2.198
H 1.103 1.428 3.843
H 5.090 1.887 4.448
H 6.318 0.532 4.603
H 5.617 1.097 5.982
O -0.776 5.250 -2.516
C -1.841 4.918 -3.083
O -2.351 5.419 -4.192
C -1.603 6.162 -5.136
C -2.094 6.040 -6.636
C -2.710 3.827 -2.497
H -0.603 5.737 -5.055
H -1.567 7.170 -4.722
H -1.386 6.610 -7.238
H -3.143 6.332 -6.606
H -2.032 4.970 -6.835
H -2.256 2.837 -2.550
H -3.604 3.719 -3.111
H -2.825 4.134 -1.457
O -7.739 2.739 -3.457
C -7.826 1.915 -2.631
O -6.893 1.491 -1.761
C -5.823 2.385 -1.379
C -5.161 1.660 -0.196
C -8.954 0.930 -2.674
H -6.373 3.211 -0.929
H -5.169 2.531 -2.239
H -5.899 1.577 0.602
H -4.449 2.431 0.097
H -4.653 0.740 -0.486
H -9.245 0.733 -3.705
H -9.848 1.364 -2.227
H -8.641 0.035 -2.137
O 1.138 -2.236 0.525
C 1.928 -3.053 0.138
O 1.669 -4.379 0.112
C 0.355 -4.887 0.242
C 0.633 -6.400 0.151
C 3.297 -2.741 -0.398
H -0.344 -4.510 -0.504
H -0.170 -4.810 1.195
H 1.304 -6.718 0.949
H 1.152 -6.558 -0.794
H -0.206 -7.087 0.257
H 3.345 -2.864 -1.480
H 4.003 -3.348 0.170
H 3.521 -1.686 -0.246
```

The HOMO energy is -9.992 eV. The multiplicity is 1.

Results of the Löwdin charge analysis, in e, for atoms 1 through 8: atom 1 (C): -0.96, atom 2 (Cl): 0.61, atom 3 (Cl): 0.60, atom 4 (H): 0.03, atom 5 (H): 0.00, atom 6 (C): -0.06, atom 7 (C): -0.22, atom 8 (O): 0.02



Density functional theory data (the ωB97M-V functional and the def2-TZVPD basis) for 2 unconnected molecules or ions with the total composition C2H2Cl3O2P.

Structure (XYZ):
```
10
Properties=species:S:1:pos:R:3
C -1.932 0.148 0.502
C -1.470 0.629 -0.592
O -2.297 -0.401 1.454
O 1.715 0.159 -1.349
P 1.618 -0.300 -0.016
Cl 0.299 -1.736 0.293
Cl 3.253 -1.317 0.679
Cl 1.434 1.172 1.314
H -1.258 -0.045 -1.487
H -1.361 1.690 -0.799
```

The HOMO energy is -9.557 eV. The multiplicity is 1.

Results of the Löwdin charge analysis, in e, for atoms 1 through 8: atom 1 (C): -0.40, atom 2 (C): -0.08, atom 3 (O): 0.15, atom 4 (O): -0.40, atom 5 (P): -0.52, atom 6 (Cl): 0.43, atom 7 (Cl): 0.28, atom 8 (Cl): 0.37



Density functional theory data (the ωB97M-V functional and the def2-TZVPD basis) for a molecular structure, C6H24FN12O6Ti.

Structure (XYZ):
```
50
Properties=species:S:1:pos:R:3
Ti -2.686 1.925 0.313
F -0.561 0.912 0.137
C 3.988 -0.815 0.613
O 4.976 -0.453 1.219
N 3.833 -2.072 0.109
N 2.882 -0.030 0.452
H 3.252 -2.271 -0.688
H 4.627 -2.687 0.171
H 2.010 -0.453 0.193
H 2.985 0.969 0.564
C -1.586 1.146 3.400
O -2.034 2.156 2.896
N -2.173 0.455 4.431
N -0.539 0.448 2.841
H -3.153 0.670 4.526
H -1.932 -0.518 4.509
H 0.072 -0.091 3.433
H -0.197 0.750 1.934
C 0.505 0.686 -4.058
O -0.243 1.639 -4.010
N 0.990 0.061 -2.926
N 0.862 0.027 -5.188
H 0.789 0.509 -2.048
H 1.660 -0.675 -3.042
H 1.634 -0.612 -5.209
H 0.330 0.173 -6.025
C 2.117 3.273 -0.685
O 2.925 3.973 -1.271
N 2.195 2.998 0.669
N 0.961 2.808 -1.246
H 2.988 3.357 1.164
H 1.416 2.466 1.015
H 0.760 3.002 -2.209
H 0.409 2.219 -0.631
C -0.107 -2.498 -0.676
O 0.241 -3.581 -1.114
N 0.299 -2.057 0.555
N -0.901 -1.602 -1.320
H 1.031 -2.591 0.995
H 0.178 -1.102 0.842
H -0.894 -1.707 -2.319
H -0.882 -0.667 -0.931
C -4.130 -0.870 0.838
O -4.125 0.253 0.318
N -5.270 -1.531 1.057
N -2.987 -1.419 1.360
H -5.380 -2.442 1.455
H -6.055 -0.938 0.835
H -2.212 -0.782 1.458
H -2.871 -2.415 1.291
```

Its expectation value of S² is 3.751. The HOMO energy (alpha / beta) is -5.913 / -9.440 eV. The multiplicity is 4.

Results of the Löwdin charge analysis, in e, for atoms 1 through 8: atom 1 (Ti): 0.77, atom 2 (F): -0.54, atom 3 (C): -0.69, atom 4 (O): 0.04, atom 5 (N): 0.15, atom 6 (N): 0.16, atom 7 (H): 0.09, atom 8 (H): 0.10



The energy above the lowest of the compared OMol25 structures with the same formula, charge and spin results, record by record, are as follows: 0.0 0.0 390.3 261.9 57.6 86.9 kJ/mol.
The F_max results, record by record, are as follows: 2.6 2.8 0.5 4.7 3.4 2.1 eV/A.